(1)
Molecular formula: C23H34AuNO2P2S
Method: DFT, the ωB97M-V functional and the def2-TZVPD basis

Cartesian coordinates (Å):
C -0.28046 0.68336 -4.46591
C 0.13620 0.59911 -3.13287
N -0.77024 0.71600 -2.14799
C -2.08155 0.80734 -2.40457
C -2.56033 0.81790 -3.72190
C -1.63999 0.74158 -4.77238
C 1.57816 0.18887 -2.85473
P 1.94611 -0.01369 -1.05235
Au -0.02722 0.18335 0.24279
P -2.24773 1.03124 0.38136
C -3.06811 0.78331 -1.23846
C 0.87121 0.32973 2.21244
C 1.39031 -0.85418 2.70923
C 1.77795 -0.94224 4.06096
C 1.79392 0.20025 4.86880
C 1.38858 1.42131 4.31818
C 0.89868 1.47622 2.99425
O 2.23152 4.51416 -3.33829
O -0.67282 4.29799 -1.10696
H 0.48438 0.60183 -5.23826
H -3.64212 0.85158 -3.87298
H -1.98590 0.78741 -5.80799
C 2.60617 -1.69455 -1.21909
C 3.33547 1.09021 -0.65395
H -3.80891 1.58101 -1.38576
H -3.64849 -0.15537 -1.21483
H 2.33114 0.86736 -3.26247
H 1.79075 -0.78916 -3.34553
C -3.16480 0.11748 1.66230
C -2.50905 2.77793 0.74660
H 1.47072 -1.73155 2.06242
H 2.08020 -1.90918 4.47745
H 2.13268 0.13914 5.91024
H 1.44995 2.32463 4.92818
H 0.54291 2.43078 2.61235
H 0.57856 1.73800 0.06609
H -0.84446 5.23873 -0.89990
H 1.28476 4.50521 -3.15454
H 2.21916 4.32011 -4.29589
H 0.21664 4.13556 -0.71559
H 3.44783 -1.73708 -1.93395
H 2.93646 -2.00654 -0.22497
H 1.80550 -2.36711 -1.56235
H 4.27831 0.71747 -1.08437
H 3.12910 2.10864 -1.02355
H 3.41225 1.10908 0.44350
H -3.58622 2.97522 0.85873
H -2.00985 3.01069 1.69622
H -2.06549 3.39181 -0.05931
H -4.16294 0.56068 1.81988
H -3.25811 -0.94351 1.38339
H -2.57876 0.19714 2.59420
S -1.15108 -2.12434 -0.52641
C -0.73058 -3.30334 0.62466
C -1.15915 -3.20239 1.96616
C -0.81462 -4.18765 2.88066
C -0.06972 -5.29818 2.47018
C 0.36692 -5.40681 1.14536
C 0.03786 -4.42810 0.21834
H -1.74793 -2.33687 2.25891
H -1.14261 -4.09152 3.91334
H 0.15951 -6.08360 3.18397
H 0.96139 -6.26717 0.82924
H 0.35803 -4.49533 -0.82224

E_LUMO (spin up / spin down): 0.0093 / -0.0110 Eh
2S+1: 3
<S²>: 2.0130
Kohn-Sham gap (spin up / spin down): 5.23 / 6.38 eV

(2)
Molecular formula: C3H12N3S
Method: DFT, the ωB97M-V functional and the def2-TZVPD basis

Cartesian coordinates (Å):
C -0.89742 0.73543 1.74984
C 0.38755 -1.41529 1.70508
C -0.02014 -0.12805 0.99991
N -0.20406 2.01760 -2.30908
N 0.27083 0.14253 -0.20263
N 1.07663 -0.70032 -0.90471
S 0.27647 -2.04661 -1.62588
H -0.70407 0.54719 2.81851
H -1.98040 0.35445 1.67153
H -0.70077 1.80205 1.63852
H -0.26542 -1.42122 2.60193
H 0.13253 -2.30099 0.95652
H 1.48591 -1.46970 1.85561
H -0.49066 2.91668 -2.69947
H 0.23029 1.45386 -3.06317
H 0.01113 1.03618 -0.65140
H 0.77359 -2.95169 -0.95170
H 1.75710 -0.20789 -1.42802
H -1.13911 1.63579 -2.16138

E_LUMO: -0.1424 Eh
Relative energy (zero: lowest compared OMol25 entry of this formula, charge and spin): 314.3 kJ/mol
Total charge: +1
Kohn-Sham gap: 10.04 eV

Number 2 is which compound? C3H12N3S

Number 1 is which compound? C23H34AuNO2P2S